Formula: C4H8NS
Source: the Open Molecules 2025 dataset
Level of theory: wB97M-V/def2-TZVPD

Each line ends with the natural charge from an NBO analysis.
CARTESIAN COORDINATES (ANGSTROEM)
C  -0.144  2.906  0.000  -0.08
C  -0.257  1.701  -0.053  -0.14
C  0.435  -0.440  -1.072  -0.64
C  -0.403  0.232  -0.004  -0.05
N  0.063  -0.299  1.354  -0.73
S  -2.210  -0.115  -0.055  0.07
H  -0.326  3.925  0.260  0.27
H  0.357  -1.481  -0.933  0.22
H  1.463  -0.350  -1.046  0.25
H  0.174  0.047  -1.943  0.27
H  -0.682  -0.959  1.745  0.46
H  0.946  -0.858  1.234  0.45
H  0.074  0.363  2.183  0.47
H  -1.795  -1.308  -0.808  0.17

Results
HOMO-LUMO gap = 10.4 eV
Strongest force on any atom = 3.4 eV/Å
Structure (SMILES) = C#C[C@@](C)([NH3+])S
Relative energy (zero: lowest compared OMol25 entry of this formula, charge and spin) = 52.9 kcal per mole
Charge = +1

=====

Formula: C4H8NS
Source: the Open Molecules 2025 dataset
Level of theory: wB97M-V/def2-TZVPD

Each line ends with the natural charge from an NBO analysis.
CARTESIAN COORDINATES (ANGSTROEM)
C  0.327  2.402  -0.187  -0.07
C  -0.001  1.249  -0.182  -0.15
C  0.555  -0.874  -1.179  -0.64
C  -0.249  -0.194  -0.106  -0.05
N  0.174  -0.688  1.212  -0.71
S  -2.055  -0.734  -0.080  0.01
H  0.386  3.481  -0.088  0.27
H  0.122  -1.894  -1.541  0.27
H  1.542  -0.883  -0.626  0.21
H  0.654  -0.081  -2.054  0.28
H  1.014  -0.183  1.683  0.46
H  -0.608  -0.589  1.874  0.47
H  0.571  -1.630  1.279  0.45
H  -2.431  0.619  -0.003  0.19

Results
HOMO-LUMO gap = 10.5 eV
Strongest force on any atom = 4.8 eV/Å
Structure (SMILES) = C#C[C@@](C)([NH3+])S
Relative energy (zero: lowest compared OMol25 entry of this formula, charge and spin) = 51.0 kcal per mole
Charge = +1

=====

Formula: C4H8O
Source: the Open Molecules 2025 dataset
Level of theory: wB97M-V/def2-TZVPD

Each line ends with the natural charge from an NBO analysis.
CARTESIAN COORDINATES (ANGSTROEM)
C  -1.510  -0.679  0.514  -0.61
C  -0.064  0.003  0.048  0.22
O  -0.569  0.186  -1.273  -0.73
C  1.406  -0.404  -0.089  -0.44
C  1.104  1.053  0.162  -0.43
H  -1.300  -1.728  0.691  0.22
H  -2.322  -0.721  -0.276  0.23
H  -1.973  -0.178  1.356  0.21
H  -1.173  0.924  -1.125  0.46
H  2.012  -0.918  0.663  0.22
H  1.673  -0.691  -1.106  0.22
H  1.543  1.550  1.030  0.22
H  1.147  1.690  -0.730  0.22

Results
HOMO-LUMO gap = 10.4 eV
Strongest force on any atom = 2.3 eV/Å
Structure (SMILES) = CC1(O)CC1
Relative energy (zero: lowest compared OMol25 entry of this formula, charge and spin) = 70.7 kcal per mole
Charge = 0

=====

Formula: C4H8O
Source: the Open Molecules 2025 dataset
Level of theory: wB97M-V/def2-TZVPD

Each line ends with the natural charge from an NBO analysis.
CARTESIAN COORDINATES (ANGSTROEM)
O  2.404  -0.166  -0.273  -0.71
C  1.243  0.263  0.419  -0.06
C  -0.013  -0.013  -0.398  -0.27
C  -1.299  0.745  -0.228  -0.42
C  -1.235  -0.710  0.136  -0.42
H  2.385  -1.130  -0.312  0.46
H  1.383  1.338  0.570  0.18
H  1.190  -0.208  1.414  0.16
H  0.264  -0.237  -1.426  0.22
H  -1.380  1.461  0.587  0.21
H  -1.838  1.037  -1.126  0.22
H  -1.270  -0.948  1.197  0.21
H  -1.745  -1.433  -0.497  0.21

Results
HOMO-LUMO gap = 11.2 eV
Strongest force on any atom = 0.4 eV/Å
Structure (SMILES) = OCC1CC1
Relative energy (zero: lowest compared OMol25 entry of this formula, charge and spin) = 28.0 kcal per mole
Charge = 0

=====

Formula: C4H8O
Source: the Open Molecules 2025 dataset
Level of theory: wB97M-V/def2-TZVPD

Each line ends with the natural charge from an NBO analysis.
CARTESIAN COORDINATES (ANGSTROEM)
C  1.677  -0.251  -0.044  -0.63
C  0.302  0.292  -0.264  0.10
C  -0.874  -0.640  -0.111  -0.45
C  -1.448  0.891  0.562  -0.15
O  -0.090  1.212  0.765  -0.54
H  2.405  0.560  -0.087  0.22
H  1.738  -0.736  0.936  0.21
H  1.902  -0.985  -0.824  0.21
H  0.195  0.783  -1.244  0.16
H  -1.396  -1.054  -0.973  0.21
H  -0.694  -1.449  0.633  0.20
H  -1.861  -0.028  0.960  0.26
H  -1.855  1.403  -0.309  0.17

Results
HOMO-LUMO gap = 9.8 eV
Strongest force on any atom = 3.2 eV/Å
Relative energy (zero: lowest compared OMol25 entry of this formula, charge and spin) = 89.0 kcal per mole
Charge = 0

=====

Formula: C4H8O
Source: the Open Molecules 2025 dataset
Level of theory: wB97M-V/def2-TZVPD

Each line ends with the natural charge from an NBO analysis.
CARTESIAN COORDINATES (ANGSTROEM)
C  -1.487  -0.450  -0.049  -0.62
C  -0.132  0.299  -0.086  0.23
C  1.084  -0.084  0.706  -0.45
C  1.063  -0.274  -0.812  -0.44
H  -1.170  -1.479  0.237  0.21
H  -2.045  -0.526  -0.980  0.22
H  -2.123  -0.007  0.745  0.21
H  -0.387  2.023  0.659  0.46
H  1.718  0.656  1.098  0.22
H  1.010  -1.006  1.253  0.21
H  1.078  -1.342  -1.103  0.22
H  1.584  0.476  -1.419  0.23
O  -0.192  1.716  -0.249  -0.71

Results
HOMO-LUMO gap = 11.0 eV
Strongest force on any atom = 2.0 eV/Å
Structure (SMILES) = CC1(O)CC1
Relative energy (zero: lowest compared OMol25 entry of this formula, charge and spin) = 28.3 kcal per mole
Charge = 0

=====

Formula: C4H8O
Source: the Open Molecules 2025 dataset
Level of theory: wB97M-V/def2-TZVPD

Each line ends with the natural charge from an NBO analysis.
CARTESIAN COORDINATES (ANGSTROEM)
O  1.438  -1.195  -1.599  -0.95
C  0.920  1.203  0.664  -0.43
C  -0.186  0.514  0.450  0.01
C  -1.474  0.395  -0.239  -0.45
C  -0.971  -0.698  0.702  -0.45
H  2.022  -1.657  -0.985  0.47
H  1.096  2.161  0.183  0.21
H  1.697  0.841  1.333  0.20
H  1.330  -0.319  -1.201  0.48
H  -2.303  1.018  0.088  0.22
H  -1.476  0.177  -1.304  0.23
H  -1.469  -0.818  1.661  0.22
H  -0.624  -1.623  0.247  0.24

Results
HOMO-LUMO gap = 11.0 eV
Strongest force on any atom = 0.3 eV/Å
Structure (SMILES) = C=C1CC1.O
Relative energy (zero: lowest compared OMol25 entry of this formula, charge and spin) = 44.6 kcal per mole
Charge = 0

=====

Formula: C4H8O
Source: the Open Molecules 2025 dataset
Level of theory: wB97M-V/def2-TZVPD

Each line ends with the natural charge from an NBO analysis.
CARTESIAN COORDINATES (ANGSTROEM)
C  -0.465  1.458  0.330  -0.62
C  -0.002  0.282  -0.565  -0.18
C  1.171  -0.416  -0.025  -0.47
C  0.049  -1.370  -0.126  0.01
O  -1.140  -1.405  0.618  -0.72
H  -0.369  1.261  1.403  0.22
H  -1.462  1.876  0.152  0.21
H  0.247  2.285  0.126  0.22
H  -0.177  0.454  -1.614  0.21
H  1.629  -0.102  0.901  0.21
H  1.874  -0.633  -0.826  0.23
H  0.407  -2.413  -0.253  0.20
H  -1.761  -1.276  -0.118  0.47

Results
HOMO-LUMO gap = 9.3 eV
Strongest force on any atom = 1.9 eV/Å
Structure (SMILES) = C[C@H]1C[C@H]1O
Relative energy (zero: lowest compared OMol25 entry of this formula, charge and spin) = 85.8 kcal per mole
Charge = 0

=====

Formula: C4H8O
Source: the Open Molecules 2025 dataset
Level of theory: wB97M-V/def2-TZVPD

Each line ends with the natural charge from an NBO analysis.
CARTESIAN COORDINATES (ANGSTROEM)
C  -0.986  0.328  -0.010  0.01
C  0.490  0.256  -0.196  -0.34
C  1.140  -0.440  0.961  -0.62
C  1.153  0.351  -1.471  -0.53
O  -1.870  -0.387  0.747  -0.62
H  -1.417  1.186  -0.518  0.16
H  -1.275  -0.792  -0.332  0.46
H  0.967  0.086  1.900  0.23
H  2.213  -0.471  0.755  0.22
H  0.792  -1.468  1.086  0.23
H  1.003  1.347  -0.331  0.39
H  1.528  -0.546  -1.972  0.21
H  0.857  1.049  -2.248  0.20

Results
HOMO-LUMO gap = 5.7 eV
Strongest force on any atom = 2.0 eV/Å
Relative energy (zero: lowest compared OMol25 entry of this formula, charge and spin) = 190.0 kcal per mole
Charge = 0

=====

Formula: C4H8O
Source: the Open Molecules 2025 dataset
Level of theory: wB97M-V/def2-TZVPD

Each line ends with the natural charge from an NBO analysis.
CARTESIAN COORDINATES (ANGSTROEM)
C  1.567  -0.021  0.142  -0.51
C  0.518  0.279  1.214  -0.48
C  -0.324  -0.453  0.168  0.37
C  -1.306  0.358  -0.600  -0.68
O  -0.398  -1.840  0.336  -0.73
H  1.722  0.514  -0.787  0.21
H  2.216  -0.840  0.385  0.19
H  0.651  -0.469  1.986  0.22
H  0.217  1.393  1.473  0.21
H  -1.007  1.326  -0.981  0.24
H  -2.063  0.394  0.186  0.22
H  -1.701  -0.359  -1.276  0.23
H  0.481  -2.268  0.299  0.50

Results
HOMO-LUMO gap = 8.6 eV
Strongest force on any atom = 7.0 eV/Å
Relative energy (zero: lowest compared OMol25 entry of this formula, charge and spin) = 75.2 kcal per mole
Charge = 0